Version a
C7H10O | ωB97M-V/def2-TZVPD

Geometry as ORCA input:
```
! RIJCOSX wB97M-V def2-TZVPD def2/J DEFGRID3
* xyz 0 1
C 2.233 0.473 -0.253
C 0.775 -0.657 -0.098
C -0.539 -1.092 0.195
C -1.545 -0.205 -0.894
C -0.907 1.072 -0.139
C -1.205 0.061 1.230
C 0.772 0.893 0.096
H 1.997 0.178 -1.422
H 3.137 1.042 0.035
H 1.051 -0.940 -1.291
H -0.502 -2.288 0.328
H -2.512 -0.201 -0.681
H -1.579 -0.832 -1.950
H -1.259 2.186 -0.282
H -0.592 -0.028 2.136
H -2.287 -0.033 1.334
H 0.916 1.034 1.236
O 2.047 -0.662 0.423
*
```

Computed properties:
**HOMO**: -9.3 eV
**Orbital gap**: 10.39 eV

***

Version b
C7H10O | ωB97M-V/def2-TZVPD

Geometry as ORCA input:
```
! RIJCOSX wB97M-V def2-TZVPD def2/J DEFGRID3
* xyz 0 1
C 1.186 1.176 0.328
C -0.669 0.195 -1.250
C 0.485 -0.053 -0.245
C 0.613 0.678 1.633
C -0.180 0.175 -2.621
C -0.024 -0.355 1.100
C -0.893 -1.413 1.720
O -0.469 -0.684 -3.418
H 2.288 1.076 0.187
H 0.791 2.144 -0.073
H -1.429 -0.611 -1.076
H -0.903 1.283 -1.028
H 1.118 -0.790 -0.590
H 0.811 1.063 2.569
H 0.566 1.006 -2.607
H -1.791 -1.454 0.918
H -1.067 -0.955 2.665
H -0.432 -2.481 1.789
*
```

Computed properties:
**HOMO**: -9.4 eV
**Orbital gap**: 10.35 eV

***

Version c
C7H10O | ωB97M-V/def2-TZVPD

Geometry as ORCA input:
```
! RIJCOSX wB97M-V def2-TZVPD def2/J DEFGRID3
* xyz 0 1
C 1.024 -1.417 2.002
C 0.369 -0.399 1.135
C -1.015 -0.253 1.012
C -1.573 0.670 0.151
C -0.794 1.463 -0.688
C 0.571 1.462 -0.423
C 1.139 0.499 0.396
H 0.556 -1.467 2.983
H 2.082 -1.230 2.141
H 0.884 -2.439 1.664
H -1.629 -0.976 1.539
H -2.633 0.647 0.058
H -1.274 2.053 -1.456
H 1.221 2.103 -1.011
H 2.217 0.355 0.358
O -0.038 -1.218 -2.900
H 0.315 -0.427 -2.474
H -0.053 -1.827 -2.147
*
```

Computed properties:
**HOMO**: -9.3 eV
**Orbital gap**: 10.08 eV

***

Version d
C7H10O | ωB97M-V/def2-TZVPD

Geometry as ORCA input:
```
! RIJCOSX wB97M-V def2-TZVPD def2/J DEFGRID3
* xyz 0 1
C -2.473 -0.497 -0.517
C -1.285 -0.228 0.215
C -0.677 1.106 0.417
C 0.896 1.291 -0.092
C 1.771 -0.159 -0.369
C 0.792 -1.234 -0.447
C -0.198 -1.178 0.723
H -2.606 -1.645 -0.671
H -2.953 0.257 -0.971
H -0.686 1.248 1.469
H -1.191 2.048 0.280
H 1.605 1.691 1.015
H 1.027 2.055 -1.189
H 2.650 0.194 -0.907
H 2.417 -0.253 0.528
H 0.363 -1.210 -1.422
H 0.104 -0.993 1.710
O 0.443 -2.494 0.228
*
```

Computed properties:
**HOMO**: -8.8 eV
**Orbital gap**: 9.58 eV

***

Energies in hartree, measured from the most stable structure: version a 0.3378; version b 0.1091; version c 0.0000; version d 0.2687.